Density functional theory data (the ωB97M-V functional and the def2-TZVPD basis) for a 18-piece molecular cluster, C17H68BF4O17 overall.

Last columns: bonded neighbours and bond lengths (Å).
Atoms and positions in Å:
1 B -0.1787 0.2581 -0.1192  F2 1.366, F3 1.420, F4 1.390, F5 1.335
2 F -0.9947 1.2411 0.3638  B1 1.366
3 F 0.6883 0.8511 -1.0752  B1 1.420
4 F 0.5603 -0.2659 0.9348  B1 1.390
5 F -0.8037 -0.7839 -0.6722  B1 1.335
6 C 1.5293 2.0381 3.0628  O7 1.364, H8 1.085, H9 1.089, H10 1.088
7 O 1.3123 2.9371 4.0658  C6 1.364, H11 0.960
8 H 2.1313 1.1891 3.3698  C6 1.085
9 H 2.1193 2.3921 2.2188  C6 1.089
10 H 0.5883 1.7091 2.6278  C6 1.088
11 H 1.0823 3.7311 3.5778  O7 0.960
12 C -0.1817 -0.7679 3.7628  O13 1.392, H14 1.072, H15 1.101, H16 1.107
13 O -1.0837 -1.1449 4.7538  C12 1.392, H17 0.986
14 H 0.2023 -1.6859 3.3638  C12 1.072
15 H 0.6263 -0.1639 4.2038  C12 1.101
16 H -0.6837 -0.1419 3.0008  C12 1.107
17 H -1.8267 -0.4979 4.8038  O13 0.986
18 C -4.1837 0.0181 0.8218  O19 1.362, H20 1.093, H21 1.094, H22 1.079
19 O -4.9757 0.9941 0.2978  C18 1.362, H23 0.996
20 H -3.2547 -0.0519 0.2508  C18 1.093
21 H -4.7467 -0.9129 0.7088  C18 1.094
22 H -3.8897 0.1331 1.8538  C18 1.079
23 H -4.5167 1.8561 0.1028  O19 0.996
24 C 4.9233 1.0341 1.8848  O25 1.398, H26 1.088, H27 1.071, H28 1.062
25 O 3.8643 0.8191 0.9978  C24 1.398, H29 0.948
26 H 5.1593 0.1111 2.4098  C24 1.088
27 H 4.5613 1.7461 2.5978  C24 1.071
28 H 5.7523 1.4391 1.3588  C24 1.062
29 H 3.2813 0.1741 1.3758  O25 0.948
30 C -4.0627 -2.5569 -1.2342  O31 1.422, H32 1.110, H33 1.105, H34 1.094
31 O -4.7277 -3.3709 -0.2772  C30 1.422, H35 0.934
32 H -4.5257 -1.5519 -1.3162  C30 1.110
33 H -4.1917 -3.0329 -2.2232  C30 1.105
34 H -2.9967 -2.4069 -1.0382  C30 1.094
35 H -5.5597 -3.5649 -0.6552  O31 0.934
36 C 2.7433 -1.5319 -1.0252  O37 1.408, H38 1.105, H39 1.125, H40 1.105
37 O 1.5673 -2.0249 -1.6222  C36 1.408, H41 0.931
38 H 3.6123 -1.8539 -1.6272  C36 1.105
39 H 2.8473 -1.9299 0.0218  C36 1.125
40 H 2.8593 -0.4339 -0.9742  C36 1.105
41 H 0.8273 -1.6279 -1.2192  O37 0.931
42 C -2.3797 -2.6109 2.0438  O43 1.412, H44 1.083, H45 1.095, H46 1.058
43 O -3.7787 -2.7659 2.1528  C42 1.412, H47 0.989
44 H -1.8357 -2.7249 2.9738  C42 1.083
45 H -2.0647 -1.6749 1.5718  C42 1.095
46 H -2.0677 -3.3089 1.3118  C42 1.058
47 H -4.1667 -2.9869 1.2708  O43 0.989
48 C 1.7793 3.6171 -0.0872  O49 1.364, H50 1.100, H51 1.053, H52 1.106
49 O 0.5823 3.3301 0.5008  C48 1.364, H53 0.972
50 H 2.4403 2.7451 0.0218  C48 1.100
51 H 2.1233 4.4731 0.4198  C48 1.053
52 H 1.7113 3.8611 -1.1642  C48 1.106
53 H 0.4563 2.3721 0.3988  O49 0.972
54 C -1.8617 3.5101 2.5698  O55 1.421, H56 1.092, H57 1.088, H58 1.088
55 O -2.6687 2.4451 2.0858  C54 1.421, H59 1.007
56 H -0.9537 3.0781 2.9958  C54 1.092
57 H -2.3757 4.1351 3.2978  C54 1.088
58 H -1.6927 4.1871 1.7348  C54 1.088
59 H -2.2107 2.1151 1.2518  O55 1.007
60 C -0.0197 -0.2169 -4.0452  O61 1.413, H62 1.093, H63 1.080, H64 1.095
61 O -0.1457 1.0881 -3.5182  C60 1.413, H65 1.011
62 H -0.9557 -0.3399 -4.5962  C60 1.093
63 H 0.1103 -0.9789 -3.2912  C60 1.080
64 H 0.8343 -0.1709 -4.7292  C60 1.095
65 H 0.1243 0.9801 -2.5502  O61 1.011
66 C 0.7163 -4.2159 2.1158  O67 1.375, H68 1.088, H69 1.053, H70 1.098
67 O 0.8913 -3.1449 1.2708  C66 1.375, H71 0.985
68 H 0.9863 -5.1079 1.5548  C66 1.088
69 H -0.2817 -4.3009 2.4398  C66 1.053
70 H 1.3523 -4.2589 3.0098  C66 1.098
71 H 0.2763 -3.2899 0.5158  O67 0.985
72 C -2.9427 0.5161 -2.5082  O73 1.424, H74 1.084, H75 1.020, H76 1.110
73 O -2.7867 1.2551 -3.7152  C72 1.424, H77 0.956
74 H -2.5057 0.9101 -1.5982  C72 1.084
75 H -2.6837 -0.4659 -2.6002  C72 1.020
76 H -4.0047 0.5311 -2.1852  C72 1.110
77 H -1.8407 1.2711 -3.8522  O73 0.956
78 C 3.1503 -1.9589 3.3628  O79 1.441, H80 1.142, H81 1.080, H82 1.102
79 O 2.6763 -1.0749 2.3278  C78 1.441, H83 0.984
80 H 4.2523 -1.7869 3.6098  C78 1.142
81 H 3.0893 -2.9989 3.0788  C78 1.080
82 H 2.4623 -1.8819 4.2198  C78 1.102
83 H 1.8853 -1.5049 1.9318  O79 0.984
84 C 2.2513 3.1741 -3.5342  O85 1.450, H86 1.084, H87 1.067, H88 1.102
85 O 2.1273 4.6021 -3.7502  C84 1.450, H89 0.975
86 H 3.2183 2.9911 -3.0802  C84 1.084
87 H 2.0533 2.6851 -4.4622  C84 1.067
88 H 1.5173 2.7611 -2.8242  C84 1.102
89 H 2.9373 4.9801 -4.1392  O85 0.975
90 C -1.3977 3.7041 -2.0202  O91 1.407, H92 1.098, H93 1.057, H94 1.087
91 O -1.5357 4.4571 -0.8402  C90 1.407, H95 0.956
92 H -1.1187 2.6721 -1.7702  C90 1.098
93 H -0.5857 4.0461 -2.6042  C90 1.057
94 H -2.2997 3.7721 -2.6232  C90 1.087
95 H -0.6267 4.4711 -0.5432  O91 0.956
96 C 3.4363 0.0991 -3.7672  O97 1.441, H98 1.076, H99 1.083, H100 1.099
97 O 3.0913 -0.8839 -4.7622  C96 1.441, H101 0.951
98 H 2.5633 0.3221 -3.1782  C96 1.076
99 H 3.8153 1.0301 -4.1692  C96 1.083
100 H 4.1083 -0.2849 -2.9872  C96 1.099
101 H 3.0293 -1.7259 -4.3252  O97 0.951
102 C -1.3497 -4.9689 -0.5272  O103 1.416, H104 1.093, H105 1.062, H106 1.109
103 O -0.6467 -3.7629 -0.7642  C102 1.416, H107 0.948
104 H -0.9957 -5.4439 0.3908  C102 1.093
105 H -1.2177 -5.6689 -1.3152  C102 1.062
106 H -2.4047 -4.7559 -0.2612  C102 1.109
107 H -1.0987 -3.2949 -1.4542  O103 0.948

As for the charge: -1. The molar mass is 631.52 g/mol. As for the total energy: -2391.8901 Eh.

Mulliken population analysis, charges in e, atoms 1 to 6: -1.0392, 1.1715, 0.7312, 1.7738, 0.2292, 0.4731